{
  "formula": "C11H14N3",
  "method": "wB97M-V/def2-TZVPD",
  "species": ["N", "N", "N", "C", "C", "C", "C", "C", "C", "C", "C", "C", "C", "C", "H", "H", "H", "H", "H", "H", "H", "H", "H", "H", "H", "H", "H", "H"],
  "xyz": [[-1.6276, 1.5713, 0.5760], [1.5868, 0.6203, -1.1404], [-0.0045, -2.2256, 1.2631], [-2.8147, -0.6170, 0.7235], [3.5817, 0.8895, 0.2495], [0.4230, -0.0136, -1.4238], [-1.4321, -1.6626, -1.0405], [-1.6132, 2.8590, -0.0875], [2.2208, 0.2852, 0.0034], [-0.1785, -0.9820, -0.6875], [1.6268, -0.6136, 0.8405], [-2.5739, -1.5350, -0.3245], [0.5310, -1.3452, 0.4888], [-2.2234, 0.5481, 0.6422], [2.2131, -0.8481, 1.7472], [0.0251, 0.1416, -2.4051], [0.3738, -2.4314, 2.0940], [2.1042, 1.0596, -1.8779], [-0.7986, 3.5037, 0.4107], [-1.4473, -2.2877, -2.0228], [3.8232, 1.8764, 0.6810], [4.0599, 0.3133, 0.9942], [-3.6156, -0.8149, 1.3508], [-3.3912, -2.3641, -0.4668], [-1.5979, 2.7228, -1.1248], [-0.7548, -2.8624, 1.0510], [4.0083, 0.8684, -0.6645], [-2.5044, 3.3439, 0.1501]],
  "atomic_forces_ev_per_a": [[0.6, -0.2, 0.1], [-0.2, -1.2, 0.6], [-1.8, -1.7, -0.8], [0.3, -0.6, -0.7], [-1.6, 0.4, 2.4], [-0.5, -0.6, -1.5], [-0.5, -1.1, -2.2], [1.6, 0.2, 2.7], [0.2, 1.4, 0.7], [0.6, 0.6, -0.3], [2.9, 0.5, 1.2], [-0.6, -3.1, -0.9], [-2.1, 1.0, -1.1], [0.3, 1.9, 0.2], [-0.6, 0.0, -0.5], [-0.2, 0.6, -0.4], [2.0, -0.7, 3.6], [0.0, 0.5, -0.2], [-1.0, -1.1, -1.4], [0.1, 1.0, 2.0], [-1.5, 0.2, -0.4], [0.9, -1.3, 0.2], [-1.2, 0.1, 1.3], [1.4, 1.9, -0.1], [0.6, 0.0, -1.5], [-0.3, 0.5, -0.8], [2.2, -0.3, -2.8], [-1.7, 0.9, 0.3]],
  "lowdin_charge": [0.10, 0.14, 0.24, -0.10, 0.02, -0.01, -0.09, -0.04, -0.23, -0.18, 0.05, -0.13, -0.26, -0.09, 0.15, 0.14, 0.09, 0.17, 0.12, 0.15, 0.12, 0.08, 0.09, 0.16, 0.07, 0.14, 0.05, 0.06],
  "e_tot_ev": -16095.7897,
  "largest_force_ev_per_a": 4.21,
  "molar_mass_da": 188.254,
  "total_charge": 1,
  "de_lowest_kcal_mol": 31.64,
  "e_lumo_ev": -3.1
}